Record 1
This record from the OMol25 dataset describes 3 unconnected molecules or ions with the total composition C41H81N3O5 at a distorted geometry. The level of theory is ωB97M-V with the def2-TZVPD basis set.

Geometry as XYZ:
```
130
Properties=species:S:1:pos:R:3:forces:R:3
C 0.260209 1.673036 1.861484 0.08 0.01 -0.50
O -1.148939 1.481817 2.209843 1.56 0.39 0.94
C -1.378139 1.719826 3.623546 -1.13 0.14 1.17
C -2.443551 2.935926 3.861880 0.57 -0.72 -0.06
C -3.528587 3.062560 2.681832 -0.44 0.35 -0.08
C -3.216523 4.246303 1.623043 -0.72 0.46 0.64
C -4.544982 5.121218 1.248243 -0.05 -0.20 -0.63
C -4.806167 5.001958 -0.361488 -0.32 0.18 1.68
C -5.170167 3.456704 -0.672033 0.63 0.01 0.03
C -4.020295 2.789562 -1.626269 -1.14 -0.93 -0.09
C -3.475262 1.374662 -1.023880 -0.66 0.51 -0.50
C -1.884535 1.140657 -1.316588 -1.47 -0.67 0.18
C -1.769450 0.276522 -2.651242 0.46 -2.10 -3.40
C -2.147047 -1.232022 -2.754491 0.66 1.30 -0.92
C -2.688777 -2.010338 -1.449112 -0.32 0.07 0.17
C -1.568953 -2.281247 -0.332938 1.12 -0.83 0.35
O -2.025155 -3.345643 0.576488 0.03 0.74 -0.46
C -0.172732 -2.826635 -0.989821 -0.72 0.73 1.31
N 0.690605 -1.620805 -1.176925 -0.48 -0.89 -0.17
C -2.015379 -2.019310 -4.092382 0.42 2.56 1.00
C -2.353037 -3.590784 -4.218942 1.14 0.72 -1.33
C -3.769998 -3.907479 -4.924163 -0.35 -0.65 0.68
C -4.398212 -2.693069 -5.765011 -0.46 -0.94 -0.28
C -4.752885 -4.481562 -3.758580 1.09 0.42 -1.26
N -1.579104 -1.339301 -5.255778 -1.09 -1.32 3.92
N -1.295667 -0.053691 -5.146234 0.55 3.11 1.27
C -0.876791 0.595500 -6.468001 -0.67 4.78 -7.59
O 0.195777 0.283883 -7.069642 -2.65 -0.38 3.63
O -1.745411 1.529476 -7.041577 3.11 -4.84 4.48
C -1.296126 0.863432 -4.049599 -1.24 -1.76 2.89
O -0.904001 2.242348 -4.150542 -0.57 -3.92 0.16
C 0.552530 2.375776 -4.107072 1.48 -1.03 -0.17
C 1.150030 2.814975 -2.681316 1.34 0.03 0.00
C 1.683699 1.516646 -1.845903 -0.90 -0.24 0.12
C 2.411244 3.830923 -2.966405 0.52 0.18 0.23
C 3.844199 3.173548 -2.580437 0.45 1.10 -0.96
C 2.211227 5.271859 -2.220680 0.35 -0.19 -1.28
H 0.895352 0.729778 2.095871 -1.02 1.50 -0.17
H 0.315027 1.847335 0.721829 -0.14 -0.21 1.83
H 0.681990 2.592308 2.417228 -0.52 -1.44 -0.92
H -1.844622 0.793038 4.143994 0.88 1.20 -1.21
H -0.400325 1.947982 4.180373 -1.34 -0.30 -0.89
H -1.812560 3.883348 3.985469 -1.19 -1.07 -0.28
H -2.972142 2.721117 4.867896 0.89 0.40 -1.60
H -4.563389 3.303631 3.141773 1.73 -0.42 -0.58
H -3.660971 2.068182 2.116686 0.35 1.43 1.01
H -2.471284 4.959083 2.138537 -0.93 -1.15 -1.09
H -2.812818 3.847022 0.629797 -0.20 0.47 1.60
H -4.424497 6.228706 1.559142 -0.13 -1.79 -0.50
H -5.485639 4.703350 1.786517 1.61 0.71 -0.82
H -5.646348 5.740255 -0.612933 1.18 -1.19 0.07
H -3.835532 5.346243 -0.862104 -1.50 -0.59 0.42
H -6.231668 3.320861 -1.114132 1.87 0.39 0.52
H -5.197376 2.881043 0.337222 0.12 0.97 -1.65
H -4.559922 2.537174 -2.622469 1.29 0.62 1.42
H -3.150383 3.507732 -1.826517 -1.34 -0.98 0.32
H -3.717187 1.334638 0.105065 0.69 0.01 -1.78
H -4.110565 0.561547 -1.548607 1.16 1.15 1.03
H -1.494332 0.574647 -0.382418 -0.30 0.86 -1.92
H -1.414768 2.180578 -1.376656 -0.37 -1.72 -0.22
H -3.561413 -1.398977 -1.001249 1.51 -0.90 -0.63
H -3.150278 -3.043313 -1.706870 0.95 1.81 0.22
H -1.362329 -1.373119 0.349656 -0.22 -1.09 -1.42
H -1.387246 -3.444516 1.320959 -0.60 0.33 -0.97
H 0.289645 -3.512286 -0.175003 -0.83 0.61 -1.59
H -0.416641 -3.386942 -1.958645 0.67 0.82 1.39
H 1.532197 -1.810229 -1.737921 -0.47 0.12 0.70
H 0.911777 -1.275500 -0.232681 0.32 -0.17 -0.85
H -1.535315 -4.017288 -4.925382 -1.22 0.89 1.20
H -2.227016 -4.157433 -3.229550 -0.30 1.15 -1.41
H -3.591938 -4.804799 -5.638099 -0.20 1.63 1.05
H -5.292587 -3.127865 -6.365926 1.54 0.73 0.91
H -3.613757 -2.310546 -6.512549 -1.35 -0.31 1.21
H -4.854851 -1.854858 -5.115960 1.09 -1.23 -0.90
H -5.053215 -3.582154 -3.117491 0.12 -1.53 -0.69
H -5.627199 -4.987053 -4.299285 1.04 0.77 1.24
H -4.109679 -5.245402 -3.167624 -1.48 1.21 -0.80
H 1.000880 1.328718 -4.340473 -0.59 1.79 0.22
H 0.855482 3.046849 -4.985424 -0.64 -0.73 1.51
H 0.421295 3.399071 -2.015205 0.72 -0.96 -1.22
H 2.189171 1.830139 -0.850642 -0.60 -0.45 -1.82
H 2.380003 0.849345 -2.490554 -1.03 1.32 1.16
H 0.812644 0.822273 -1.534157 1.23 1.19 -0.67
H 2.497540 4.096564 -4.093738 -0.41 -0.74 1.83
H 4.643839 3.899890 -3.008391 -1.23 -1.17 0.75
H 4.040752 3.126274 -1.453243 -0.47 -0.19 -1.63
H 4.031131 2.166654 -3.120575 -0.41 1.64 1.13
H 2.852690 5.362771 -1.278073 -1.18 -0.19 -1.15
H 1.094981 5.456040 -2.055299 1.64 -0.19 0.10
H 2.564621 6.087038 -2.966314 -0.50 -1.24 1.39
C 2.482708 -8.881922 3.463588 0.11 -0.13 -0.10
C 3.273867 -7.582851 3.517864 -0.05 0.04 0.13
C 2.395556 -6.349600 3.735875 0.09 0.14 0.01
C 1.375241 -6.069836 2.627969 -0.04 -0.17 -0.02
C 1.964890 -5.893683 1.227408 -0.15 0.07 0.06
C 2.905084 -4.702454 1.115734 0.12 -0.06 -0.17
H 1.784216 -8.895372 2.623433 0.01 -0.02 0.07
H 3.160856 -9.730946 3.342200 -0.12 0.01 0.02
H 1.916157 -9.032310 4.386525 -0.01 0.01 -0.07
H 3.867633 -7.474421 2.604595 -0.03 0.04 0.04
H 3.991108 -7.646654 4.343284 -0.01 0.05 -0.09
H 3.043656 -5.475073 3.864194 -0.06 -0.04 -0.01
H 1.854285 -6.461725 4.683292 0.05 -0.01 -0.07
H 0.816458 -5.164878 2.894407 0.02 -0.01 -0.01
H 0.638140 -6.879075 2.599108 0.03 0.05 0.02
H 1.139536 -5.752354 0.520275 0.04 -0.09 0.03
H 2.484256 -6.803923 0.912439 -0.04 0.02 0.04
H 2.391134 -3.774093 1.382308 0.06 0.00 0.04
H 3.268055 -4.604999 0.088908 0.01 0.08 0.09
H 3.776876 -4.813206 1.765099 -0.06 0.06 -0.03
C 4.433169 2.992160 1.675015 0.20 0.04 -0.07
C 4.725506 1.816160 2.596281 -0.14 -0.07 -0.01
C 3.715773 1.677446 3.737051 0.07 -0.12 0.11
C 3.664600 2.857069 4.713165 -0.02 0.09 -0.11
C 4.990201 3.195277 5.397629 -0.14 0.03 0.08
C 5.520928 2.068394 6.272433 0.17 0.02 0.01
H 4.491408 3.945703 2.205286 -0.04 -0.03 -0.05
H 5.162164 3.022741 0.860490 -0.09 0.06 0.02
H 3.436634 2.902872 1.232550 -0.01 0.05 0.03
H 5.742326 1.901849 2.992223 -0.06 -0.02 0.01
H 4.704956 0.895708 2.002399 0.05 0.03 0.07
H 3.934608 0.756469 4.289480 -0.03 0.07 -0.02
H 2.715120 1.539192 3.310494 0.10 0.01 0.02
H 2.914572 2.636499 5.481436 0.04 0.01 -0.01
H 3.302953 3.748108 4.188803 0.00 -0.04 0.01
H 4.838761 4.080485 6.025234 0.02 -0.03 -0.10
H 5.745323 3.472610 4.655531 -0.06 0.00 -0.01
H 4.799224 1.806703 7.051161 0.04 -0.03 -0.05
H 6.448606 2.376674 6.761834 -0.07 -0.09 0.01
H 5.738584 1.171081 5.687839 -0.02 0.02 0.06
```
Positions in Å, forces in eV/Å.

Properties
**2S+1**: 1
**Lowest unoccupied orbital energy**: -0.949 eV
**HOMO energy**: -7.8 eV
**Kohn-Sham gap**: 6.89 eV


Record 2
This record from the OMol25 dataset describes a molecular structure, C4H8N2O2 at a distorted geometry. The level of theory is ωB97M-V with the def2-TZVPD basis set.

Geometry as XYZ:
```
16
Properties=species:S:1:pos:R:3:forces:R:3
C -2.433395 0.017834 -0.155037 -0.92 -1.56 -1.19
C -0.256135 0.123110 0.361342 -2.67 1.94 3.96
C 1.698716 0.876141 -0.365673 0.72 5.05 -0.89
C 1.190010 -0.285255 0.330892 -0.98 7.19 5.55
H -2.756333 -1.226773 0.595519 0.76 4.16 -1.93
H -2.525088 1.253059 0.558583 0.01 -4.29 -2.53
H -2.903260 -0.131466 -1.296345 -0.05 1.00 3.61
H -0.858931 -0.248738 1.296803 1.79 1.01 -0.86
H 2.788034 1.047130 -0.506900 -0.90 -0.30 -0.84
H 1.649151 -0.241361 1.358817 -0.89 0.08 -0.37
H 2.304178 -2.084031 0.198293 -3.76 2.88 -2.52
H 1.211614 -1.049089 -1.380428 1.05 -3.10 3.84
N 0.901131 1.933652 -0.499832 1.56 -2.80 1.86
N 1.314790 -1.429821 -0.196289 4.01 -9.25 -6.86
O -1.088057 -0.198482 -0.645853 -0.75 -0.39 -0.05
O -0.236432 1.644097 0.346102 1.01 -1.62 -0.79
```
Positions in Å, forces in eV/Å.

Properties
**2S+1**: 1
**Lowest unoccupied orbital energy**: 0.345 eV
**HOMO energy**: -9.2 eV
**Kohn-Sham gap**: 9.58 eV
**Relative energy (zero: lowest compared OMol25 entry of this formula, charge and spin)**: 242.5 kcal per mole


Record 3
This record from the OMol25 dataset describes a molecular structure, C26H26BrCeN3O5PSSe2Te at a distorted geometry. The level of theory is ωB97M-V with the def2-TZVPD basis set.

Geometry as XYZ:
```
67
Properties=species:S:1:pos:R:3:forces:R:3
Ce 9.617471 8.553409 11.435980 -1.64 2.31 1.72
S 8.908127 11.311102 13.059098 1.39 -0.92 0.34
C 7.516707 10.930971 12.209915 -2.62 -0.21 -0.88
C 6.266153 11.497529 12.595740 -0.61 -0.14 -0.70
C 5.129264 11.226412 11.839252 0.50 0.01 0.76
C 5.186892 10.362710 10.774602 0.89 -0.10 -1.00
C 6.419233 9.908372 10.371815 -0.96 -0.21 1.47
N 7.503589 10.103231 11.115009 1.52 -0.07 0.24
H 6.224768 12.107106 13.488513 0.04 0.11 -0.14
H 4.139604 11.604043 11.984542 -0.27 0.57 0.94
H 4.325430 10.040688 10.237940 -0.59 0.13 -0.36
H 6.415953 9.270618 9.513873 0.74 -0.46 -0.47
Se 11.110942 5.394817 12.611308 -0.12 1.35 -2.07
Se 11.711761 6.772300 10.184925 0.20 -0.71 2.00
C 10.093644 6.606362 9.212927 -1.07 -1.38 -1.77
C 10.297460 6.063373 7.895521 -0.75 0.62 1.53
C 9.226566 5.401908 7.359578 0.56 -0.67 -1.70
C 7.999766 5.485976 7.957225 -1.77 0.85 -0.22
C 7.795175 6.285091 9.053394 1.40 -0.35 0.95
N 8.867609 6.755187 9.756774 0.69 -0.37 -0.77
C 11.794476 6.910188 13.550359 1.78 0.69 1.02
C 12.568204 6.734937 14.706437 -0.27 -0.85 0.90
C 13.297915 7.808099 15.255086 -0.88 -1.29 0.10
C 13.247616 9.029991 14.658467 0.69 0.47 -0.32
C 12.474647 9.119909 13.532517 -0.05 0.31 -0.66
N 11.776255 8.122519 12.993278 -0.82 -0.02 -0.20
H 11.225157 6.248056 7.395817 0.51 -0.55 -0.07
H 9.263311 4.789061 6.431258 0.39 0.78 0.65
H 7.122185 5.152275 7.413162 0.11 -0.47 0.30
H 6.817647 6.394888 9.485776 -0.15 0.37 0.22
H 12.557563 5.755693 15.242578 0.22 0.86 -0.67
H 13.871318 7.653892 16.141816 0.33 -0.22 0.42
H 13.877658 9.886128 14.921381 -0.41 -0.43 0.21
H 12.513956 10.033546 12.983209 -0.53 0.51 -0.47
C 5.223491 10.034867 15.765038 -1.25 0.19 0.53
C 5.301680 8.527566 15.682658 0.72 -0.28 -2.39
O 6.152253 8.304350 14.412339 0.07 -0.07 1.26
P 7.083523 7.012871 14.145874 -3.44 -1.07 1.68
O 7.860932 7.263489 12.907209 2.03 0.95 -0.86
Te 5.600082 5.115611 14.127429 0.27 0.09 -0.43
O 7.818983 6.872962 15.581581 1.08 0.46 -0.17
C 8.408013 5.665194 16.111474 -0.84 -0.20 0.17
C 8.798371 5.913029 17.559424 -1.51 0.91 -1.20
H 4.634408 10.343519 16.640724 0.02 -0.26 -0.01
H 4.679969 10.467838 14.904926 0.46 -0.42 0.21
H 6.170257 10.525202 15.876847 0.68 0.01 -0.18
H 4.321073 8.067935 15.485757 0.38 0.16 -0.09
H 5.756614 7.973439 16.495935 0.28 0.34 0.17
H 9.237695 5.367938 15.526078 1.21 -0.04 -0.84
H 7.689428 4.851419 15.982645 -0.16 0.11 0.26
H 9.454683 6.773227 17.565584 0.12 0.17 0.50
H 9.187790 5.077804 18.070173 0.89 -1.11 0.20
H 7.849137 6.093974 18.054937 0.03 0.61 0.37
Br 13.496479 12.883570 10.600052 -0.07 -0.26 0.65
C 12.249162 12.753865 9.225883 -1.06 1.65 -2.39
C 12.309417 13.865719 8.270765 0.28 -1.75 0.66
C 11.685425 13.803781 7.029950 0.22 0.38 -0.47
C 10.909356 12.690073 6.673122 0.40 -0.67 0.88
C 10.756505 11.696016 7.623208 0.65 1.24 1.65
C 11.329483 11.737751 8.951940 -0.15 -0.17 -0.84
C 10.801880 10.679081 9.912942 0.42 -0.09 1.19
O 9.812221 9.976502 9.516515 0.64 -0.27 -0.43
O 11.250323 10.509104 11.098906 0.09 -0.08 -1.83
H 12.976618 14.680188 8.534639 -0.16 -0.03 -0.18
H 11.860203 14.591642 6.264316 -0.19 -0.45 0.88
H 10.443471 12.526768 5.703638 0.20 0.42 0.13
H 10.120144 10.876887 7.466171 -0.76 -0.94 -0.37
```
Positions in Å, forces in eV/Å.

Properties
**2S+1**: 2
**Lowest unoccupied orbital energy (alpha / beta)**: -3.529 / -3.645 eV
**HOMO energy (alpha / beta)**: -6.3 / -6.1 eV
**Kohn-Sham gap (alpha / beta)**: 2.72 / 2.45 eV
**Relative energy (zero: lowest compared OMol25 entry of this formula, charge and spin)**: 44.6 kcal per mole